{"formula": "C38H22F9N2O6PTi", "method": "ωB97M-V with the def2-TZVPD basis set", "energy_ev": -111897.0764, "total_charge": 0, "relative_energy_ev": 0.618, "e_lumo_ev": [-1.1, -1.1], "spin_multiplicity": 3, "molar_mass_g_mol": 852.43, "elements": ["Ti", "O", "C", "O", "C", "C", "C", "C", "C", "N", "C", "O", "O", "H", "H", "H", "H", "O", "C", "O", "C", "C", "C", "C", "C", "C", "C", "C", "C", "N", "H", "H", "H", "H", "H", "H", "F", "C", "F", "F", "C", "C", "C", "C", "C", "C", "P", "C", "C", "C", "C", "C", "C", "C", "F", "F", "F", "C", "C", "C", "C", "C", "C", "C", "F", "F", "F", "H", "H", "H", "H", "H", "H", "H", "H", "H", "H", "H", "H"], "coordinates": [[-1.84, 0.92, 0.27], [-4.37, 3.26, -2.12], [-3.60, 2.78, -1.13], [-3.59, 1.55, -0.86], [-2.80, 3.67, -0.38], [-2.71, 5.08, -0.40], [-1.96, 5.70, 0.56], [-1.31, 4.94, 1.58], [-1.41, 3.58, 1.52], [-2.08, 2.96, 0.54], [-0.86, 2.56, 2.49], [-0.14, 2.85, 3.41], [-1.25, 1.35, 2.17], [-4.87, 2.51, -2.48], [-3.24, 5.65, -1.16], [-1.89, 6.78, 0.57], [-0.77, 5.41, 2.39], [-2.57, -1.53, -2.82], [-2.14, -0.74, -2.01], [-2.26, -0.78, -0.73], [-1.32, 0.45, -2.52], [-1.22, 0.70, -3.89], [-0.47, 1.76, -4.29], [0.21, 2.55, -3.33], [1.03, 3.65, -3.69], [1.69, 4.36, -2.72], [1.56, 4.00, -1.36], [0.77, 2.95, -0.99], [0.07, 2.22, -1.96], [-0.74, 1.18, -1.59], [-1.74, 0.04, -4.57], [-0.37, 2.02, -5.34], [1.14, 3.90, -4.73], [2.32, 5.19, -3.00], [2.10, 4.56, -0.61], [0.68, 2.66, 0.05], [4.85, 0.59, 5.24], [4.77, -0.63, 4.68], [4.63, -1.51, 5.69], [5.96, -0.88, 4.11], [3.64, -0.73, 3.70], [2.43, -0.11, 3.99], [1.37, -0.23, 3.10], [1.51, -0.98, 1.93], [2.73, -1.59, 1.65], [3.79, -1.47, 2.53], [0.05, -1.11, 0.84], [0.74, -1.63, -0.76], [1.68, -0.78, -1.35], [2.10, -0.99, -2.65], [1.57, -2.05, -3.38], [0.63, -2.89, -2.81], [0.22, -2.69, -1.50], [1.96, -2.24, -4.82], [3.13, -1.65, -5.11], [2.07, -3.54, -5.14], [1.04, -1.72, -5.65], [-0.79, -2.57, 1.54], [-2.04, -2.41, 2.11], [-2.68, -3.47, 2.73], [-2.06, -4.71, 2.77], [-0.80, -4.89, 2.21], [-0.17, -3.82, 1.60], [-2.74, -5.88, 3.42], [-3.76, -5.51, 4.21], [-3.25, -6.72, 2.49], [-1.89, -6.60, 4.17], [2.32, 0.48, 4.88], [0.44, 0.28, 3.31], [2.86, -2.17, 0.74], [4.74, -1.95, 2.31], [2.08, 0.06, -0.79], [2.83, -0.34, -3.10], [0.21, -3.70, -3.39], [-0.54, -3.33, -1.08], [-2.53, -1.44, 2.09], [-3.66, -3.34, 3.18], [-0.32, -5.85, 2.26], [0.82, -3.95, 1.17]]}


{"formula": "C38H24BrF5NO4P2S2SeTi", "method": "ωB97M-V with the def2-TZVPD basis set", "energy_ev": -261824.6177, "total_charge": -2, "relative_energy_ev": 0.011, "e_lumo_ev": [4.0, 4.0], "spin_multiplicity": 2, "molar_mass_g_mol": 986.42, "elements": ["Ti", "O", "C", "O", "C", "C", "C", "C", "C", "N", "C", "O", "O", "H", "H", "H", "H", "S", "P", "C", "P", "S", "C", "C", "C", "C", "C", "C", "C", "C", "C", "C", "C", "C", "C", "C", "C", "C", "C", "C", "C", "C", "C", "C", "C", "C", "H", "H", "H", "H", "H", "H", "H", "H", "H", "H", "H", "H", "H", "H", "H", "H", "H", "H", "H", "H", "F", "C", "C", "F", "C", "F", "C", "Se", "C", "F", "C", "F", "Br"], "coordinates": [[0.23, 1.10, 1.25], [-2.73, -1.49, -0.28], [-1.83, -0.83, 0.38], [-1.33, 0.24, 0.03], [-1.33, -1.45, 1.64], [-1.76, -2.62, 2.24], [-1.16, -2.97, 3.45], [-0.17, -2.16, 4.00], [0.20, -1.02, 3.31], [-0.37, -0.70, 2.17], [1.24, 0.00, 3.75], [1.84, -0.14, 4.80], [1.36, 0.96, 2.89], [-2.95, -1.05, -1.17], [-2.53, -3.22, 1.79], [-1.46, -3.88, 3.96], [0.32, -2.39, 4.93], [3.12, -1.85, 1.70], [2.41, -1.19, -0.03], [1.66, 0.35, -0.13], [2.44, 1.81, -0.43], [1.33, 3.24, 0.49], [2.51, 2.32, -2.19], [1.54, 1.79, -3.05], [1.47, 2.21, -4.37], [2.36, 3.16, -4.85], [3.31, 3.71, -3.99], [3.37, 3.30, -2.67], [4.17, 1.87, 0.15], [5.26, 1.67, -0.69], [6.54, 1.61, -0.16], [6.74, 1.73, 1.21], [5.64, 1.90, 2.05], [4.36, 1.97, 1.53], [3.74, -1.31, -1.30], [3.45, -1.00, -2.63], [4.45, -1.01, -3.59], [5.75, -1.36, -3.24], [6.04, -1.69, -1.92], [5.04, -1.67, -0.96], [1.20, -2.41, -0.69], [1.26, -3.74, -0.27], [0.39, -4.68, -0.81], [-0.54, -4.30, -1.77], [-0.61, -2.98, -2.18], [0.26, -2.04, -1.64], [0.84, 1.06, -2.66], [0.70, 1.79, -5.01], [2.31, 3.48, -5.88], [3.99, 4.46, -4.36], [4.10, 3.74, -2.00], [5.12, 1.53, -1.75], [7.39, 1.44, -0.82], [7.74, 1.67, 1.63], [5.78, 1.96, 3.12], [3.51, 2.07, 2.18], [2.45, -0.73, -2.91], [4.22, -0.75, -4.62], [6.54, -1.36, -3.98], [7.05, -1.96, -1.63], [5.24, -1.91, 0.08], [1.98, -4.01, 0.49], [0.44, -5.71, -0.48], [-1.22, -5.03, -2.18], [-1.35, -2.65, -2.90], [0.18, -1.00, -1.93], [-5.73, -3.71, -7.26], [-5.11, -2.93, -6.36], [-3.98, -2.22, -6.71], [-3.51, -2.31, -7.97], [-3.34, -1.42, -5.78], [-2.25, -0.76, -6.20], [-3.78, -1.29, -4.46], [-2.92, -0.17, -3.21], [-4.92, -2.03, -4.15], [-5.44, -1.99, -2.91], [-5.57, -2.84, -5.06], [-6.67, -3.53, -4.70], [-1.73, 2.40, 2.42]]}